Formula: C33H37BrI2N5O2ReS
Source: the OMol25 dataset
Level of theory: ωB97M-V/def2-TZVPD

Geometry (Å):
Re (0.05291, -1.12932, 1.21506)
C (-5.72649, -0.48557, 2.00123)
C (-4.94373, 0.52529, 1.16495)
N (-3.73320, 1.02313, 1.83273)
C (-2.54638, 0.42001, 1.85300)
S (-2.34440, -1.03964, 0.91375)
N (-1.62641, 0.99230, 2.61763)
N (-0.40059, 0.40441, 2.55431)
C (0.52676, 0.84471, 3.34941)
C (0.32925, 1.95459, 4.31867)
C (1.79188, 0.10296, 3.28789)
C (2.83201, 0.33459, 4.16332)
C (3.94666, -0.49061, 4.13049)
C (3.98466, -1.54098, 3.23092)
C (2.92383, -1.70406, 2.36667)
N (1.86360, -0.88375, 2.37216)
H (-6.61614, -0.81451, 1.45606)
H (-6.05024, -0.04125, 2.94696)
H (-5.11450, -1.36359, 2.22067)
H (-5.55783, 1.39357, 0.94736)
H (-4.64838, 0.08844, 0.21406)
H (-3.81677, 1.81448, 2.45279)
H (-0.65984, 2.37418, 4.20454)
H (1.07448, 2.73730, 4.15624)
H (0.44491, 1.58940, 5.34448)
H (2.75838, 1.14716, 4.87470)
H (4.76786, -0.32458, 4.81814)
H (4.82392, -2.22228, 3.18554)
H (2.90626, -2.51110, 1.65063)
I (-0.37444, -4.94573, -2.29918)
C (-0.69642, -4.97916, -0.25178)
C (-1.21086, -6.13179, 0.38685)
C (-1.39151, -6.17796, 1.74071)
I (-2.16437, -7.91378, 2.59991)
C (-1.07500, -5.05092, 2.53372)
C (-1.16866, -4.96543, 3.93910)
C (-0.84863, -3.79701, 4.58418)
C (-0.44948, -2.68486, 3.84316)
N (-0.33637, -2.72679, 2.52375)
C (-0.61288, -3.90393, 1.86389)
C (-0.39118, -3.85489, 0.47164)
O (0.11541, -2.71753, -0.04090)
H (-1.46395, -6.99463, -0.21678)
H (-1.48680, -5.83459, 4.50494)
H (-0.91204, -3.71741, 5.66290)
H (-0.23851, -1.73781, 4.32571)
C (2.98064, 3.66522, -4.94136)
C (2.61298, 2.18544, -5.13334)
C (1.56898, 2.06145, -6.25369)
C (3.87031, 1.42721, -5.55743)
C (2.03535, 1.61876, -3.83132)
C (2.56899, 0.51831, -3.20451)
C (2.00756, 0.05094, -2.02699)
Br (2.84979, -1.46208, -1.26081)
C (0.89410, 0.61996, -1.41058)
O (0.41750, 0.17559, -0.20425)
C (0.31496, 1.74092, -2.06785)
C (0.91575, 2.19459, -3.23508)
C (-0.97102, 2.43228, -1.56865)
C (-2.12697, 1.43997, -1.74080)
C (-1.32244, 3.67593, -2.39173)
C (-0.83763, 2.90599, -0.11175)
H (3.42856, 4.06117, -5.85942)
H (3.70564, 3.78044, -4.12923)
H (2.10616, 4.27831, -4.70580)
H (1.97617, 2.45036, -7.19434)
H (0.65955, 2.62374, -6.02230)
H (1.29087, 1.01395, -6.40704)
H (4.26632, 1.86614, -6.47752)
H (3.65883, 0.37036, -5.75816)
H (4.65401, 1.48854, -4.79312)
H (3.43393, 0.00551, -3.60519)
H (0.47902, 3.05317, -3.72630)
H (-2.25354, 1.19832, -2.80092)
H (-3.06559, 1.87583, -1.37371)
H (-1.94341, 0.51358, -1.20842)
H (-1.52297, 3.43143, -3.43866)
H (-0.53226, 4.43314, -2.35001)
H (-2.23257, 4.12128, -1.97934)
H (-0.58939, 2.09833, 0.56908)
H (-1.78140, 3.35744, 0.21996)
H (-0.05357, 3.66737, -0.03562)

DFT total energy ... -5349.72545 hartree
Energy relative to the best compared isomer or geometry (same formula, charge and spin) ... 0.197 eV
2S+1 ... 4
Total charge ... +1
Orbital gap (alpha / beta) ... 6.4617 / 6.0238 eV

These are the Löwdin partial charges, in e, on atoms 1 to 8: atom 1 (Re): 1.49, atom 2 (C): -0.08, atom 3 (C): -0.26, atom 4 (N): 0.01, atom 5 (C): -0.72, atom 6 (S): 0.76, atom 7 (N): 0.02, atom 8 (N): -0.15

Formula: C33H37BrINO4Si2Sr
Source: the OMol25 dataset
Level of theory: ωB97M-V/def2-TZVPD

Geometry (Å):
Sr (0.62591, -0.41548, 0.27044)
C (-2.61791, 3.86839, 2.31479)
C (-1.11894, 3.67261, 2.50752)
C (-0.36870, 3.83604, 1.17863)
C (-0.76889, 2.33576, 3.13701)
C (-1.66320, 1.27066, 3.19878)
C (-1.27832, 0.04516, 3.73747)
C (0.01084, -0.15748, 4.21293)
C (0.44182, -1.49619, 4.76326)
C (0.90854, 0.90516, 4.14113)
C (0.52260, 2.12572, 3.61658)
H (-2.81875, 4.86833, 1.92049)
H (-3.16749, 3.75220, 3.25474)
H (-3.02139, 3.15018, 1.59738)
H (-0.76539, 4.44721, 3.19728)
H (-0.64649, 3.03554, 0.48568)
H (0.71444, 3.79029, 1.32356)
H (-0.62148, 4.78966, 0.70427)
H (-2.66106, 1.37032, 2.79271)
H (-1.98224, -0.78072, 3.74598)
H (-0.25642, -2.27980, 4.46419)
H (0.49678, -1.48291, 5.85643)
H (1.42831, -1.77781, 4.38450)
H (1.93563, 0.76153, 4.46484)
H (1.25494, 2.92330, 3.53639)
C (1.19276, -1.80149, -3.75262)
Si (-0.14298, -1.73463, -2.34893)
C (-0.60034, -3.62533, -2.34629)
C (-1.67445, -1.06768, -3.32064)
C (-1.93629, -1.55528, -4.61816)
C (-3.04052, -1.15849, -5.36222)
C (-3.93342, -0.24096, -4.80997)
C (-3.69307, 0.25359, -3.53432)
C (-2.58091, -0.12557, -2.75691)
Si (-2.35704, 0.72007, -0.99965)
C (-2.35901, 2.54814, -1.66931)
C (-4.19797, 0.66216, -0.39612)
H (0.88656, -2.34453, -4.66260)
H (2.08110, -2.30849, -3.34697)
H (1.50128, -0.78784, -4.04924)
H (-0.71403, -4.04528, -3.36394)
H (-1.54284, -3.79521, -1.80472)
H (0.18525, -4.20423, -1.83285)
H (-1.25123, -2.27991, -5.05681)
H (-3.20586, -1.55829, -6.35960)
H (-4.80605, 0.08695, -5.36989)
H (-4.39610, 0.97598, -3.12501)
H (-3.12261, 2.69711, -2.45040)
H (-1.37990, 2.80297, -2.10278)
H (-2.55802, 3.27033, -0.86576)
H (-4.91375, 1.14172, -1.08566)
H (-4.27539, 1.17820, 0.57526)
H (-4.52372, -0.37682, -0.23772)
I (7.32597, 4.81722, -2.47612)
C (5.66678, 3.81006, -1.73587)
C (5.48924, 3.72971, -0.36602)
C (4.38528, 3.02711, 0.11848)
C (3.48999, 2.43311, -0.75008)
C (3.68354, 2.52480, -2.11543)
C (4.78874, 3.21110, -2.62444)
C (2.28216, 1.68567, -0.18587)
O (2.26637, 1.41939, 1.04920)
O (1.39114, 1.36812, -1.00821)
H (6.19227, 4.19560, 0.31119)
H (4.20929, 2.92319, 1.18322)
H (2.95786, 2.05649, -2.77001)
H (4.95326, 3.27505, -3.69061)
Br (-0.77189, -7.32625, 3.56574)
C (0.38846, -6.37351, 2.41010)
C (1.36592, -7.06091, 1.70726)
N (2.20848, -6.45638, 0.88674)
C (2.10757, -5.12988, 0.75003)
C (1.15504, -4.37238, 1.42725)
C (0.27187, -5.00434, 2.25951)
C (1.08428, -2.86398, 1.25482)
O (2.06992, -2.30011, 0.70008)
O (0.05442, -2.28410, 1.68165)
H (1.45753, -8.13721, 1.81949)
H (2.79558, -4.62764, 0.08194)
H (-0.49364, -4.42476, 2.76277)

DFT total energy ... -5117.00978 hartree
Energy relative to the best compared isomer or geometry (same formula, charge and spin) ... 0.503 eV
2S+1 ... 1
Total charge ... -2
Orbital gap ... 3.3478 eV

These are the Löwdin partial charges, in e, on atoms 1 to 8: atom 1 (Sr): 1.26, atom 2 (C): -0.09, atom 3 (C): -0.38, atom 4 (C): -0.06, atom 5 (C): -0.20, atom 6 (C): -0.03, atom 7 (C): -0.04, atom 8 (C): -0.29